Entry 1:
C12H44N2O9 | ωB97M-V/def2-TZVPD

Last column: Mulliken charge in e.
Positions of all 67 atoms, in Å:
O1 -13.95 -12.27 7.64  -0.636
H1 -14.43 -12.76 6.96  0.270
H2 -14.60 -11.63 7.95  0.313
O2 -16.95 -17.67 4.43  -0.623
H3 -16.00 -17.68 4.59  0.361
H4 -17.31 -18.35 5.00  0.288
O3 -11.51 -18.35 5.50  -0.617
H5 -11.59 -17.64 4.86  0.310
H6 -12.41 -18.47 5.81  0.316
O4 -14.61 -16.02 1.77  -0.686
H7 -14.58 -15.05 1.92  0.534
H8 -13.69 -16.30 1.71  0.293
O5 -16.54 -12.66 6.41  -0.509
H9 -16.82 -13.10 5.59  0.265
H10 -17.30 -12.14 6.67  0.247
C1 -13.86 -15.89 7.24  -1.250
C2 -14.77 -15.82 6.05  0.608
O6 -14.26 -16.68 4.99  -0.653
H11 -14.19 -15.22 8.05  0.260
H12 -12.88 -15.45 7.02  0.301
H13 -13.76 -16.86 7.71  0.272
H14 -15.05 -14.82 5.73  -0.140
H15 -15.73 -16.25 6.36  0.254
H16 -14.40 -16.12 4.21  0.353
C3 -17.18 -14.18 9.43  -0.738
C4 -16.91 -14.71 10.82  -0.141
O7 -18.02 -14.42 11.68  -0.569
H17 -16.24 -14.06 8.88  0.084
H18 -17.68 -13.21 9.42  0.337
H19 -17.75 -14.92 8.87  0.280
H20 -16.02 -14.22 11.23  0.201
H21 -16.75 -15.79 10.78  0.245
H22 -17.67 -14.27 12.56  0.299
C5 -11.80 -16.64 13.65  -1.554
C6 -12.68 -16.11 12.52  0.678
C7 -14.09 -16.66 12.59  -0.090
O8 -14.24 -18.02 12.28  -0.386
C8 -13.73 -18.38 11.02  -0.615
N1 -12.73 -14.65 12.60  -0.720
H23 -12.18 -16.23 14.59  0.394
H24 -10.75 -16.41 13.50  0.407
H25 -11.82 -17.73 13.69  0.341
H26 -12.19 -16.36 11.57  0.219
H27 -14.68 -16.01 11.93  -0.277
H28 -14.45 -16.50 13.61  0.444
H29 -12.66 -18.62 11.08  0.291
H30 -13.88 -17.63 10.25  0.154
H31 -14.17 -19.33 10.72  0.290
H32 -12.94 -14.21 11.71  0.208
H33 -11.84 -14.25 12.86  0.257
C9 -17.62 -11.68 2.94  -1.638
C10 -16.67 -12.85 2.72  0.570
C11 -15.25 -12.45 2.89  -0.600
O9 -14.43 -13.48 2.42  -0.422
C12 -13.10 -13.41 2.90  -0.778
N2 -17.04 -13.95 3.65  -0.511
H34 -17.41 -11.11 3.85  0.295
H35 -18.68 -11.95 2.99  0.421
H36 -17.51 -10.99 2.10  0.430
H37 -16.86 -13.20 1.69  0.296
H38 -15.05 -12.23 3.95  0.281
H39 -15.09 -11.49 2.37  0.319
H40 -13.00 -13.72 3.94  0.261
H41 -12.69 -12.40 2.76  0.376
H42 -12.48 -14.05 2.27  0.269
H43 -18.00 -14.25 3.52  0.229
H44 -16.44 -14.73 3.42  0.036

Computed properties:
ΔE to the lowest compared entry with this formula, charge and spin, kJ/mol: 58.4
Total energy, eV: -34564.0684
Total charge: 0
Kohn-Sham gap, Eh: 0.3516
E_HOMO, hartree: -0.339



Entry 2:
C12H44N4O8P | ωB97M-V/def2-TZVPD

Last column: Mulliken charge in e.
Positions of all 69 atoms, in Å:
N1 5.14 -0.56 -1.82  -0.729
P1 4.47 0.37 -2.89  0.203
C1 2.66 0.37 -2.68  0.515
C2 2.10 -1.05 -2.73  -1.182
N2 0.74 -1.04 -2.17  -0.049
C3 0.00 0.03 -2.47  0.242
N3 -1.19 0.24 -1.85  0.049
N4 0.38 0.90 -3.43  -0.105
C4 1.84 1.13 -3.70  -0.953
H1 5.78 -0.08 -1.20  0.276
H2 4.81 1.73 -2.83  0.108
H3 4.64 -0.05 -4.21  0.090
H4 2.51 0.81 -1.68  0.127
H5 2.01 -1.36 -3.77  0.349
H6 2.70 -1.80 -2.20  0.505
H7 0.77 -1.12 -1.15  0.354
H8 -1.23 0.45 -0.87  0.006
H9 -2.07 0.16 -2.35  0.195
H10 -0.08 1.77 -3.19  0.362
H11 2.07 0.79 -4.72  0.379
H12 2.01 2.21 -3.69  0.356
C5 -0.23 0.79 1.71  -0.542
O1 0.47 -0.06 0.78  -0.552
H13 -1.15 1.13 1.23  0.269
H14 -0.48 0.22 2.60  0.198
H15 0.37 1.65 1.99  0.231
H16 1.26 -0.35 1.25  0.302
C6 1.87 -0.82 5.07  -0.482
O2 1.71 0.06 3.94  -0.454
H17 0.94 -1.35 5.21  0.177
H18 2.66 -1.54 4.89  0.303
H19 2.10 -0.25 5.97  0.221
H20 2.54 0.53 3.82  0.259
C7 7.87 -0.72 -4.58  -0.560
O3 7.42 0.47 -3.93  -0.501
H21 8.07 -0.47 -5.62  0.232
H22 8.78 -1.10 -4.13  0.277
H23 7.10 -1.51 -4.54  0.264
H24 7.25 0.24 -3.01  0.276
C8 -0.01 -2.43 8.56  -0.265
O4 1.13 -1.72 8.04  -0.495
H25 0.05 -3.44 8.17  0.224
H26 0.02 -2.46 9.65  0.269
H27 -0.94 -1.96 8.24  0.015
H28 1.09 -0.83 8.39  0.289
C9 -5.00 -0.74 -2.47  -0.542
O5 -3.78 -0.88 -1.72  -0.470
H29 -5.20 0.33 -2.55  0.168
H30 -4.90 -1.16 -3.47  0.289
H31 -5.83 -1.22 -1.95  0.282
H32 -3.59 -1.82 -1.64  0.251
C10 -2.80 0.61 -6.12  -0.621
O6 -2.31 1.29 -4.96  -0.468
H33 -3.84 0.91 -6.23  0.233
H34 -2.25 0.90 -7.01  0.308
H35 -2.76 -0.47 -6.00  0.258
H36 -1.39 1.05 -4.82  0.296
C11 -5.03 2.74 -0.96  -0.546
O7 -6.22 2.81 -1.73  -0.529
H37 -5.07 1.82 -0.39  0.211
H38 -4.14 2.72 -1.61  0.200
H39 -4.94 3.58 -0.27  0.362
H40 -6.21 3.62 -2.25  0.305
C12 -4.44 -0.66 8.18  -0.545
O8 -3.05 -0.94 8.03  -0.463
H41 -4.73 -1.00 9.17  0.217
H42 -4.65 0.41 8.10  0.244
H43 -5.04 -1.20 7.44  0.245
H44 -2.78 -0.64 7.16  0.268

Computed properties:
Total energy, eV: -44776.7157
Total charge: +1
Kohn-Sham gap, Eh: 0.3220
E_HOMO, hartree: -0.431



Entry 3:
C12H44O10 | ωB97M-V/def2-TZVPD

Last column: Mulliken charge in e.
Positions of all 66 atoms, in Å:
C1 -22.40 1.29 1.38  -0.248
O1 -23.19 1.13 2.55  -0.561
H1 -22.59 0.46 0.70  0.348
H2 -22.74 2.10 0.73  -0.111
H3 -21.32 1.38 1.51  0.309
H4 -24.08 1.12 2.19  0.283
C2 -27.22 4.18 -3.51  -0.529
O2 -26.16 4.13 -4.40  -0.413
H5 -26.75 4.01 -2.54  0.090
H6 -27.73 5.14 -3.56  0.273
H7 -27.96 3.40 -3.66  0.312
H8 -26.67 4.08 -5.21  0.278
C3 -17.62 2.80 -4.20  -0.590
O3 -18.60 1.82 -3.85  -0.541
H9 -17.06 2.94 -3.28  0.303
H10 -17.03 2.36 -5.00  0.234
H11 -18.23 3.66 -4.48  0.192
H12 -19.21 2.13 -3.17  0.398
C4 -24.27 1.44 -5.69  -0.551
O4 -23.34 0.55 -6.29  -0.556
H13 -25.19 1.43 -6.26  0.364
H14 -24.47 1.20 -4.65  0.239
H15 -24.06 2.51 -5.65  0.195
H16 -22.45 0.76 -6.00  0.411
C5 -19.85 5.26 0.81  -0.713
O5 -20.11 3.87 0.50  -0.460
H17 -19.59 5.76 -0.13  0.263
H18 -20.64 5.81 1.31  0.282
H19 -18.91 5.21 1.36  0.359
H20 -20.05 3.39 1.32  0.251
C6 -26.10 2.00 1.36  -0.457
O6 -25.91 0.71 1.76  -0.558
H21 -25.51 2.20 0.47  -0.006
H22 -27.06 2.13 0.86  0.418
H23 -25.80 2.73 2.11  0.322
H24 -26.62 0.39 2.33  0.308
C7 -21.28 6.74 -5.40  -0.633
O7 -21.89 6.44 -4.21  -0.387
H25 -21.73 6.14 -6.19  0.238
H26 -21.56 7.77 -5.64  0.325
H27 -20.21 6.73 -5.19  0.200
H28 -22.83 6.45 -4.42  0.256
C8 -23.33 5.94 0.29  -0.317
O8 -23.51 7.36 0.19  -0.547
H29 -22.51 5.51 -0.28  0.048
H30 -23.13 5.72 1.34  0.267
H31 -24.25 5.46 -0.04  0.242
H32 -24.21 7.58 -0.43  0.301
C9 -20.25 1.89 -8.07  -1.408
C10 -20.27 2.48 -6.69  0.397
O9 -20.78 1.38 -5.89  -0.571
H33 -19.52 1.08 -8.15  0.316
H34 -20.00 2.59 -8.86  0.385
H35 -21.20 1.46 -8.38  0.330
H36 -21.01 3.29 -6.68  0.071
H37 -19.23 2.69 -6.44  0.123
H38 -20.16 1.12 -5.20  0.270
C11 -23.10 2.81 -2.12  -0.445
C12 -21.73 3.23 -2.68  0.345
O10 -20.66 2.65 -1.97  -0.580
H39 -23.85 3.19 -2.81  0.144
H40 -23.41 3.15 -1.13  -0.345
H41 -23.16 1.72 -2.17  0.335
H42 -21.56 4.30 -2.61  0.256
H43 -21.75 2.94 -3.73  -0.101
H44 -20.44 3.20 -1.22  0.346

Computed properties:
ΔE to the lowest compared entry with this formula, charge and spin, kJ/mol: 595.0
Total energy, eV: -33627.3887
Total charge: 0
Kohn-Sham gap, Eh: 0.3583
E_HOMO, hartree: -0.348



Entry 4:
C12H44O10 | ωB97M-V/def2-TZVPD

Last column: Löwdin spin population.
Positions of all 66 atoms, in Å:
O1 -23.68 -17.72 -1.58  0.000
H1 -23.81 -16.97 -0.99  0.000
H2 -22.73 -17.82 -1.64  0.000
O2 -19.15 -16.05 -1.57  0.000
H3 -18.46 -15.57 -1.11  0.000
H4 -19.45 -15.45 -2.25  0.000
O3 -21.08 -11.64 -6.21  0.000
H5 -20.59 -12.24 -6.78  0.000
H6 -20.40 -11.08 -5.82  0.000
O4 -18.42 -16.10 -5.04  0.000
H7 -18.81 -15.37 -4.56  0.000
H8 -18.84 -16.88 -4.68  0.000
O5 -21.08 -18.08 -1.78  0.000
H9 -20.62 -17.27 -1.99  0.000
H10 -21.12 -18.09 -0.83  0.000
O6 -25.35 -16.01 -2.96  0.000
H11 -25.04 -15.31 -2.39  0.000
H12 -24.99 -16.81 -2.58  0.000
C1 -16.09 -11.78 -5.52  0.000
C2 -16.81 -12.48 -4.34  0.000
C3 -15.87 -13.27 -3.41  0.000
O7 -17.45 -11.50 -3.54  0.000
H13 -15.12 -12.24 -5.72  0.000
H14 -15.96 -10.73 -5.26  0.000
H15 -16.60 -11.71 -6.48  0.000
H16 -17.64 -13.06 -4.74  0.000
H17 -15.12 -13.79 -4.00  0.000
H18 -16.51 -13.91 -2.80  0.000
H19 -15.37 -12.57 -2.74  0.000
H20 -16.91 -10.77 -3.23  0.000
C4 -21.99 -14.89 -3.26  0.000
C5 -21.19 -13.64 -3.45  0.000
C6 -21.37 -12.57 -2.38  0.001
O8 -19.86 -14.05 -3.41  0.001
H21 -21.73 -15.58 -4.06  0.000
H22 -23.05 -14.79 -3.49  0.000
H23 -21.94 -15.31 -2.25  0.000
H24 -21.51 -13.20 -4.40  0.000
H25 -20.91 -11.61 -2.62  0.000
H26 -21.19 -12.81 -1.33  0.000
H27 -22.43 -12.32 -2.36  0.001
H28 -19.36 -13.27 -3.67  0.000
C7 -19.61 -7.80 -5.96  0.000
C8 -19.14 -8.67 -4.82  0.000
C9 -19.84 -8.51 -3.49  0.000
O9 -19.28 -10.03 -5.10  0.000
H29 -19.26 -6.77 -5.90  0.000
H30 -20.67 -7.59 -6.10  0.000
H31 -19.32 -8.19 -6.94  0.000
H32 -18.06 -8.56 -4.74  0.000
H33 -19.62 -9.32 -2.79  0.000
H34 -20.92 -8.52 -3.62  0.000
H35 -19.59 -7.53 -3.09  0.000
H36 -18.49 -10.38 -4.69  0.000
C10 -27.24 -11.98 -2.70  0.098
C11 -26.76 -11.48 -1.27  0.136
C12 -25.38 -10.76 -1.39  0.148
O10 -27.54 -10.49 -0.61  0.570
H37 -27.34 -11.10 -3.34  0.000
H38 -28.08 -12.65 -2.56  0.010
H39 -26.44 -12.66 -2.98  0.003
H40 -26.70 -12.29 -0.54  -0.002
H41 -25.11 -10.18 -2.27  0.001
H42 -24.63 -11.55 -1.41  0.028
H43 -25.25 -10.12 -0.52  -0.002
H44 -27.66 -9.72 -1.17  0.006

Computed properties:
2S+1: 2
ΔE to the lowest compared entry with this formula, charge and spin, kJ/mol: 0.0
Total energy, eV: -33621.7145
Total charge: +1
Kohn-Sham gap (spin up / spin down), Eh: 0.3287 / 0.0945
<S²>: 0.75
E_HOMO (spin up / spin down), hartree: -0.455 / -0.455